Record 1
{"formula": "C29H27AsBF6N6S2W", "method": "wB97M-V/def2-TZVPD", "elements": ["W", "C", "C", "C", "C", "N", "C", "C", "C", "C", "C", "C", "C", "H", "H", "H", "H", "H", "H", "H", "H", "S", "C", "C", "C", "C", "C", "C", "S", "H", "H", "H", "H", "B", "N", "C", "C", "C", "N", "N", "C", "C", "C", "N", "H", "H", "H", "H", "H", "H", "H", "H", "C", "C", "C", "C", "N", "C", "C", "H", "H", "H", "H", "H", "H", "H", "F", "As", "F", "F", "F", "F", "F"], "coordinates": [[-0.033, -0.068, -0.378], [-2.254, -0.524, -4.234], [-3.399, -1.235, -3.884], [-3.542, -1.594, -2.564], [-2.571, -1.271, -1.621], [-1.458, -0.540, -1.955], [-1.347, -0.200, -3.263], [-2.602, -1.731, -0.244], [-3.570, -2.602, 0.263], [-3.500, -3.022, 1.575], [-2.482, -2.553, 2.399], [-1.526, -1.689, 1.895], [-1.547, -1.270, 0.564], [-2.075, -0.219, -5.254], [-4.138, -1.502, -4.625], [-4.415, -2.144, -2.249], [-0.471, 0.366, -3.546], [-4.365, -2.969, -0.372], [-4.239, -3.712, 1.963], [-2.432, -2.866, 3.433], [-0.755, -1.321, 2.566], [2.561, 1.053, -0.055], [2.351, 2.705, -0.419], [3.288, 3.635, 0.083], [3.203, 4.961, -0.249], [2.182, 5.407, -1.099], [1.242, 4.523, -1.584], [1.294, 3.167, -1.245], [0.077, 2.111, -1.901], [4.063, 3.269, 0.743], [3.921, 5.665, 0.149], [2.135, 6.451, -1.375], [0.437, 4.862, -2.222], [0.576, -3.156, -1.616], [1.231, -2.934, -0.237], [1.965, -3.757, 0.507], [2.375, -3.083, 1.649], [1.840, -1.813, 1.525], [1.155, -1.731, 0.370], [1.251, -2.078, -2.511], [2.041, -2.233, -3.568], [2.593, -1.003, -3.896], [2.075, -0.129, -2.956], [1.251, -0.785, -2.121], [0.840, -4.243, -2.029], [-0.596, -2.927, -1.536], [2.147, -4.768, 0.189], [2.980, -3.459, 2.453], [1.912, -0.980, 2.208], [2.152, -3.195, -4.035], [3.281, -0.775, -4.689], [2.272, 0.922, -2.844], [-3.294, 3.707, 3.940], [-2.828, 3.073, 2.673], [-3.477, 1.988, 2.091], [-2.921, 1.357, 1.000], [-1.759, 1.721, 0.438], [-1.177, 2.810, 0.955], [-1.676, 3.513, 2.031], [-3.350, 2.941, 4.712], [-4.282, 4.159, 3.832], [-2.586, 4.462, 4.272], [-4.402, 1.610, 2.505], [-3.423, 0.508, 0.556], [-0.256, 3.146, 0.506], [-1.123, 4.359, 2.409], [0.239, 0.519, 1.335], [0.682, 1.305, 3.909], [0.939, 2.963, 3.233], [2.204, 0.899, 3.028], [1.588, 1.600, 5.304], [0.632, -0.617, 4.364], [-0.813, 2.066, 4.928]], "mulliken_charge": [-0.11, -1.16, -0.73, -1.03, 1.05, 0.74, 0.06, 0.57, -0.45, -1.06, -1.00, -0.21, 0.75, 0.48, 0.46, 0.45, 0.34, 0.42, 0.40, 0.52, 0.29, -0.01, 1.30, -0.67, -0.63, -0.58, -0.80, 0.08, -0.27, 0.46, 0.40, 0.39, 0.49, 0.36, -0.11, -0.21, -1.27, -0.31, 0.43, 0.12, -0.28, -1.09, -0.46, 0.36, -0.16, -0.09, 0.44, 0.51, 0.49, 0.44, 0.47, 0.40, -1.74, 1.30, -0.78, -0.38, 0.11, 0.18, -0.66, 0.32, 0.46, 0.36, 0.47, 0.39, -0.30, 0.30, 0.04, 1.58, -0.51, -0.54, -0.39, -0.60, -0.58], "multiplicity": 4, "e_homo_ev": [-7.992, -8.577], "de_lowest_kcal_mol": 68.85, "charge": 0, "e_lumo_ev": [-1.56, -2.60]}

Record 2
{"formula": "C10H17P", "method": "wB97M-V/def2-TZVPD", "elements": ["C", "C", "C", "C", "C", "C", "C", "C", "C", "C", "P", "H", "H", "H", "H", "H", "H", "H", "H", "H", "H", "H", "H", "H", "H", "H", "H", "H"], "coordinates": [[0.812, 0.051, -1.839], [-0.656, -0.191, -1.732], [0.107, -1.764, 0.298], [1.210, -0.835, 0.564], [-0.955, -1.994, 0.975], [1.265, 0.449, -0.304], [-1.281, 0.381, -0.708], [2.619, 1.086, -0.344], [-2.789, 0.205, -0.500], [-0.448, 1.495, 1.904], [-0.181, 1.633, 0.105], [1.087, 1.007, -2.421], [-1.029, -0.854, -2.440], [1.192, -0.827, -2.247], [0.305, -2.296, -0.615], [1.026, -0.557, 1.554], [2.192, -1.427, 0.527], [-1.729, -2.711, 0.683], [-1.047, -1.391, 1.892], [3.352, 0.346, 0.151], [2.508, 1.855, 0.406], [3.020, 1.236, -1.396], [-3.008, -0.796, -0.865], [-3.259, 1.067, -0.892], [-3.115, 0.249, 0.611], [-1.061, 0.677, 2.260], [-0.703, 2.505, 2.051], [0.568, 1.398, 2.323]], "mulliken_charge": [-1.25, -0.84, -0.32, -1.01, -0.64, 1.13, 0.96, -1.28, -1.36, -1.05, -0.20, 0.40, 0.45, 0.35, 0.29, 0.36, 0.42, 0.31, 0.20, 0.27, 0.34, 0.33, 0.35, 0.46, 0.26, 0.29, 0.40, 0.36], "e_homo_ev": -7.768, "de_lowest_kcal_mol": 34.81, "charge": 0, "smiles": "C=CC[C@@]1(C)CC=C(C)P1C", "e_lumo_ev": 0.95}

Record 3
{"formula": "C12H13N5O4S", "method": "wB97M-V/def2-TZVPD", "elements": ["C", "H", "O", "C", "C", "N", "C", "N", "N", "C", "C", "N", "C", "C", "C", "C", "C", "C", "H", "N", "O", "O", "H", "H", "H", "O", "H", "S", "H", "H", "H", "H", "H", "H", "H"], "coordinates": [[1.391, -6.110, -2.737], [2.093, -6.181, -3.572], [1.577, -4.593, -2.453], [1.002, -4.290, -1.273], [-0.282, -3.964, -1.549], [-0.589, -3.064, -2.529], [-0.487, -1.865, -2.084], [-0.528, -1.249, -1.106], [-0.713, -0.157, -0.515], [0.132, 0.306, 0.474], [1.293, -0.295, 0.584], [2.011, 0.546, 1.501], [1.352, 1.615, 2.063], [1.241, 2.647, 2.872], [0.407, 3.596, 2.973], [-0.915, 3.287, 2.359], [-0.988, 2.336, 1.553], [-0.056, 1.371, 1.315], [-2.044, 2.443, 0.801], [-2.014, 4.319, 2.506], [-2.847, 4.274, 1.750], [-1.868, 5.131, 3.251], [0.283, 4.370, 3.681], [2.108, 2.594, 3.493], [2.946, 0.583, 1.828], [1.946, -1.197, 0.301], [-0.256, 0.508, -2.784], [-0.191, -0.482, -3.666], [-0.227, -3.332, -3.425], [-1.013, -3.696, -0.588], [-1.084, -4.834, -2.058], [1.585, -3.401, -1.045], [0.990, -5.076, -0.515], [0.532, -6.355, -3.051], [1.777, -6.819, -1.957]], "mulliken_charge": [-0.89, 0.31, -0.44, -0.06, -0.73, -0.12, 0.38, 0.62, -1.15, 0.96, 0.35, -0.08, 0.15, -0.73, -0.82, 0.12, -0.13, -0.03, 0.18, 1.12, -0.65, -0.68, 0.50, 0.31, 0.16, -0.51, 0.13, -0.35, 0.32, 0.33, 0.23, 0.17, 0.30, 0.44, 0.30], "e_homo_ev": -7.789, "de_lowest_kcal_mol": 268.11, "charge": 0, "smiles": "COCCN/C(S)=N/N=C1\\C(=O)Nc2ccc([N+](=O)[O-])cc21", "e_lumo_ev": -1.71}

Record 4
{"formula": "C5H14O2S", "method": "wB97M-V/def2-TZVPD", "elements": ["C", "O", "C", "C", "C", "S", "C", "H", "H", "H", "H", "H", "H", "H", "H", "H", "H", "H", "H", "H", "H", "O"], "coordinates": [[0.570, -1.195, 1.949], [0.953, -0.036, 2.685], [-0.337, -0.909, 0.739], [0.018, 0.322, -0.068], [1.372, 0.301, -0.746], [1.575, -0.948, -2.015], [0.415, -0.391, -3.268], [0.041, -1.890, 2.609], [1.513, -1.651, 1.638], [0.163, 0.480, 2.891], [-0.446, -1.864, 0.221], [-1.346, -0.761, 1.143], [0.026, 1.151, 0.639], [-0.787, 0.610, -0.759], [2.123, 0.110, 0.023], [1.610, 1.299, -1.094], [0.848, 0.366, -3.927], [0.110, -1.269, -3.836], [-0.491, 0.030, -2.848], [-1.973, 2.361, 1.644], [-3.361, 1.766, 1.427], [-2.598, 2.119, 0.953]], "mulliken_charge": [-0.57, -0.51, -0.67, -0.30, -0.86, -0.08, -0.80, 0.33, 0.34, 0.29, 0.30, 0.35, 0.15, 0.39, 0.37, 0.43, 0.26, 0.32, 0.26, 0.31, 0.31, -0.62], "e_homo_ev": -8.394, "de_lowest_kcal_mol": 5.55, "charge": 0, "smiles": "CSCCCCO.O", "e_lumo_ev": 0.39}

Record 5
{"formula": "C5H15NO", "method": "wB97M-V/def2-TZVPD", "elements": ["C", "N", "C", "C", "C", "C", "H", "H", "H", "H", "H", "H", "H", "H", "H", "H", "H", "H", "H", "H", "H", "O"], "coordinates": [[1.351, -0.121, -0.634], [0.156, -0.794, -1.109], [-0.945, 0.157, -1.443], [-1.701, 0.544, -0.176], [0.417, -1.798, -2.144], [1.878, -0.719, 0.680], [1.061, 0.920, -0.488], [2.141, -0.179, -1.383], [-1.549, -0.357, -2.179], [-0.487, 1.003, -1.958], [-1.061, 0.390, 0.683], [-1.993, 1.603, -0.176], [-2.607, -0.039, -0.090], [0.782, -2.672, -1.651], [1.144, -1.472, -2.886], [-0.547, -2.132, -2.516], [1.065, -1.269, 1.133], [2.705, -1.376, 0.504], [2.239, 0.017, 1.393], [-1.036, 3.237, 5.396], [-1.484, 2.055, 4.432], [-1.527, 3.001, 4.613]], "mulliken_charge": [-0.57, 0.03, -0.63, -1.01, -1.13, -1.35, 0.39, 0.47, 0.46, 0.32, 0.25, 0.30, 0.32, 0.34, 0.34, 0.39, 0.36, 0.36, 0.34, 0.32, 0.32, -0.64], "e_homo_ev": -8.204, "de_lowest_kcal_mol": 32.14, "charge": 0, "smiles": "CCN(C)CC.O", "e_lumo_ev": 0.81}

Record 6
{"formula": "C12H28Cl4N4O4", "method": "wB97M-V/def2-TZVPD", "elements": ["Cl", "C", "C", "Cl", "H", "H", "H", "H", "Cl", "C", "C", "Cl", "H", "H", "H", "H", "O", "C", "N", "C", "H", "H", "H", "H", "H", "O", "C", "N", "C", "H", "H", "H", "H", "H", "O", "C", "N", "C", "H", "H", "H", "H", "H", "O", "C", "N", "C", "H", "H", "H", "H", "H"], "coordinates": [[16.459, 33.724, 5.315], [16.302, 34.138, 3.536], [16.849, 33.014, 2.681], [18.563, 32.822, 2.836], [16.886, 35.050, 3.412], [15.237, 34.174, 3.304], [16.644, 33.224, 1.632], [16.348, 32.062, 2.854], [8.735, 29.233, -8.514], [10.505, 29.087, -8.580], [11.131, 30.181, -7.747], [10.993, 29.812, -5.997], [10.783, 29.236, -9.623], [10.858, 28.091, -8.309], [10.674, 31.140, -7.990], [12.218, 30.252, -7.784], [8.223, 32.877, -2.078], [7.062, 32.442, -2.084], [6.322, 32.498, -3.158], [6.476, 31.782, -0.855], [6.823, 32.700, -4.012], [5.367, 32.186, -3.259], [6.154, 30.775, -1.120], [5.653, 32.423, -0.539], [7.144, 31.694, 0.002], [13.589, 28.011, 8.556], [13.962, 28.259, 7.445], [13.191, 28.218, 6.365], [15.387, 28.670, 7.213], [12.254, 27.864, 6.493], [13.433, 28.646, 5.482], [16.022, 27.935, 7.708], [15.572, 29.603, 7.745], [15.694, 28.758, 6.170], [12.638, 29.343, 1.698], [12.008, 29.547, 0.660], [11.311, 30.655, 0.555], [12.060, 28.582, -0.539], [11.393, 31.412, 1.218], [10.726, 30.749, -0.264], [11.022, 28.393, -0.811], [12.510, 27.607, -0.348], [12.623, 29.079, -1.329], [9.746, 34.083, 4.517], [9.812, 33.685, 5.676], [9.322, 34.411, 6.677], [10.583, 32.504, 6.062], [9.612, 34.138, 7.605], [8.970, 35.344, 6.520], [11.653, 32.603, 5.880], [10.297, 31.689, 5.398], [10.435, 32.155, 7.084]], "mulliken_charge": [-0.20, -0.43, -0.40, -0.17, 0.33, 0.28, 0.28, 0.30, -0.17, -0.36, -0.50, -0.18, 0.27, 0.33, 0.34, 0.28, -0.65, 0.68, -0.36, -0.99, 0.25, 0.20, 0.31, 0.31, 0.26, -0.61, 0.59, -0.34, -0.83, 0.22, 0.18, 0.25, 0.24, 0.31, -0.67, 0.73, -0.31, -1.00, 0.21, 0.15, 0.33, 0.27, 0.28, -0.64, 0.64, -0.38, -0.86, 0.20, 0.24, 0.23, 0.25, 0.32], "e_homo_ev": -9.500, "charge": 0, "smiles": "CC(N)=O.CC(N)=O.CC(N)=O.CC(N)=O.ClCCCl.ClCCCl", "e_lumo_ev": 0.36}

Record 7
{"formula": "C2H5N3", "method": "wB97M-V/def2-TZVPD", "elements": ["C", "C", "H", "H", "H", "H", "H", "N", "N", "N"], "coordinates": [[-1.647, -0.944, 0.607], [1.302, 0.628, -0.591], [-2.683, -0.488, 0.962], [-1.365, -2.038, 0.686], [0.930, -1.244, 0.026], [2.247, 0.128, -1.097], [0.332, 2.300, -0.316], [-0.780, 0.001, 0.374], [0.507, -0.210, 0.226], [1.156, 1.867, -0.877]], "mulliken_charge": [-0.32, 0.04, 0.23, 0.24, 0.31, 0.22, 0.27, -0.40, -0.06, -0.53], "e_homo_ev": -9.120, "de_lowest_kcal_mol": 52.39, "charge": 0, "smiles": "[H]/N=C\\NN=C", "e_lumo_ev": 0.87}

Record 8
{"formula": "C2H6O", "method": "wB97M-V/def2-TZVPD", "elements": ["C", "C", "O", "H", "H", "H", "H", "H", "H"], "coordinates": [[-0.873, -0.647, 0.230], [0.446, -0.461, 0.169], [1.263, -0.701, 1.235], [-1.356, -0.856, 1.181], [-0.688, 1.745, -0.929], [-1.481, -0.690, -0.670], [0.966, -0.091, -0.715], [-0.438, 2.190, -1.462], [2.162, -0.489, 0.961]], "mulliken_charge": [-0.78, 0.13, -0.47, 0.22, -0.20, 0.31, 0.26, 0.19, 0.35], "e_homo_ev": -9.003, "de_lowest_kcal_mol": 37.16, "charge": 0, "smiles": "[H][H].C=CO", "e_lumo_ev": 0.86}